(1)
Computed, not measured: a single C21H27ClN2O5 molecule, with ωB97M-V/def2-TZVPD.

Last column: natural (NBO) charge in e.
Atoms and positions in Å:
H1 -2.01179 0.73924 0.32326  0.246
H2 1.66762 -3.47088 1.57128  0.196
H3 -0.22424 -0.96655 5.76545  0.192
C1 1.54802 -1.62587 -2.87048  -0.211
C2 0.85734 -1.03986 -0.49934  0.670
H4 -3.78703 3.09331 1.09589  0.215
C3 -2.14326 1.73639 0.75171  -0.323
H5 -0.79180 1.87459 -5.14534  0.231
C4 -0.14786 0.02926 -2.49189  -0.117
O1 0.44846 -0.16602 0.25202  -0.648
C5 -3.31853 2.84860 -1.02032  -0.072
H6 -1.62710 1.88388 -3.57852  0.241
O2 1.75486 -1.28188 4.01675  -0.564
H7 -0.12552 -2.24308 -6.64130  0.182
H8 -4.30882 1.53975 0.44523  0.222
H9 2.10914 -1.62927 6.03478  0.176
H10 3.10015 -2.82504 3.76057  0.164
C6 -0.48849 -1.21845 -6.74242  -0.247
N1 0.20297 0.79696 4.69035  -0.609
H11 -0.73757 0.61662 -1.80037  0.228
H12 0.70524 -2.03188 1.91138  0.230
C7 2.82538 -1.67596 1.93725  -0.423
C8 1.59340 -2.39598 1.39752  -0.223
H13 -0.49315 -0.93673 -7.79193  0.200
Cl1 2.41926 -2.31485 -5.32817  0.011
C9 -1.23721 2.69168 -0.02557  -0.055
C10 -0.29983 0.23284 -3.85536  -0.062
H14 -3.78340 2.22441 -1.78538  0.180
H15 -1.14921 3.64889 0.50262  0.168
C11 0.54404 -0.18893 5.70924  -0.234
C12 -1.83785 1.65924 2.17114  0.088
H16 2.67579 -0.06498 5.40161  0.171
H17 3.80697 -1.20109 3.79265  0.176
O3 -1.90818 2.84987 -1.26639  -0.540
O4 -1.65727 1.66186 5.69367  -0.572
H18 2.75532 -0.62133 1.66345  0.223
H19 0.60930 0.28689 6.68708  0.219
H20 -0.24800 2.27864 -0.20909  0.219
H21 0.49645 0.49450 3.76962  0.407
C13 -3.52821 2.29668 0.39876  -0.421
N2 1.41686 -2.18085 -0.02934  -0.606
C14 -1.26711 1.25165 -4.38830  -0.645
C15 -1.05761 1.34460 4.68986  0.624
H22 -2.12559 0.77035 -4.86227  0.215
C16 0.75642 -0.89972 -1.99039  -0.154
C17 2.94648 -1.78415 3.44465  -0.053
C18 -1.55465 1.57106 3.33433  -0.134
C19 1.40609 -1.43048 -4.23293  -0.099
H23 -1.50256 -1.14997 -6.34041  0.172
H24 3.72883 -2.08141 1.47413  0.205
H25 -3.71155 3.86352 -1.11953  0.178
O5 0.38012 -0.30141 -6.07969  -0.532
C20 1.87364 -0.81133 5.34414  -0.062
H26 2.30807 -2.31576 -2.52898  0.218
H27 1.65390 -2.91361 -0.67213  0.399
C21 0.48324 -0.51795 -4.73455  0.341

HOMO-LUMO gap, eV: 9.782
Structure (SMILES): COc1c(C)cc(C(=O)NCCCOCCNC(=O)C#C[C@H]2CCOC2)cc1Cl
2S+1: 1

(2)
Computed, not measured: C21H27CuN8O2S as an isolated structure, with ωB97M-V/def2-TZVPD.

Last column: natural (NBO) charge in e.
Atoms and positions in Å:
C1 2.48596 -1.20319 2.11970  -0.282
O1 -1.64207 2.31874 2.49274  -0.921
S1 -0.65707 1.96149 1.52282  2.329
H1 1.79136 6.80980 -1.91545  0.397
H2 1.68311 2.61183 0.05996  0.228
H3 0.86079 -0.18656 2.80173  0.459
O2 0.63570 1.45832 1.99744  -1.024
H4 3.02365 -1.77225 2.92254  0.217
H5 -1.30557 -1.03619 -1.62142  0.444
C2 -2.34780 0.82084 -0.17294  0.558
C3 -0.83468 5.50108 -0.40290  -0.296
C4 -0.57153 -3.82061 -0.05824  -0.232
C5 0.43770 5.55946 -0.97959  0.212
N1 0.82931 6.67088 -1.62672  -0.776
H6 1.15137 -3.85708 1.89453  0.203
H7 -1.58255 -2.87529 1.46342  0.395
H8 0.75874 -0.54382 -2.54021  0.238
H9 -0.23566 -4.23040 2.89765  0.208
H10 -5.46745 1.14120 -2.26100  0.236
C6 -1.21603 4.37560 0.30637  -0.114
C7 0.64326 -1.56386 -2.21397  -0.265
H11 0.24099 7.49600 -1.63647  0.398
Cu1 0.01718 -0.88058 0.55452  1.419
C8 -4.56637 1.01545 -1.69251  -0.347
C9 -0.33727 3.30359 0.47748  -0.389
H12 -1.17876 -3.55837 -2.14425  0.209
C10 0.92541 3.40179 -0.06207  -0.163
C11 0.46011 -2.23067 3.15881  -0.232
H13 -4.28175 -1.04131 -2.09117  0.199
C12 -3.90309 -0.17470 -1.53288  0.098
C13 1.32400 4.49569 -0.79024  -0.286
H14 2.99286 -3.02256 -2.86245  0.241
N2 -1.22585 0.65908 0.64272  -1.055
N3 -0.54051 -1.63525 -1.32130  -0.687
N4 -0.60834 -3.01186 1.13961  -0.700
C14 2.96166 -2.63700 -1.85532  -0.244
C15 1.84580 -1.97387 -1.37953  0.233
H15 -4.50037 3.07807 -1.03367  0.204
N5 1.03978 -1.09901 2.36996  -0.690
H16 -0.48579 -1.85143 3.51813  0.218
H17 1.07191 -2.45927 4.06319  0.212
H18 -2.25040 4.35023 0.70092  0.249
H19 -1.16643 -4.74531 0.03100  0.205
C16 -1.15061 -2.99630 -1.19440  -0.243
C17 2.76447 -1.75044 0.76379  0.242
N6 -2.91792 2.02876 -0.22647  -0.494
C18 0.22705 -3.42193 2.26371  -0.239
C19 4.00014 -2.87877 -0.95418  -0.119
C20 3.91375 -2.40747 0.34498  -0.242
H20 2.33754 4.54334 -1.21066  0.214
H21 -2.22717 -2.85902 -0.97075  0.227
C21 -4.02781 2.10219 -0.99062  0.122
H22 0.48954 -2.19654 -3.10221  0.213
H23 2.86259 -0.19247 2.19538  0.257
H24 0.46271 -4.11221 -0.24952  0.199
N7 1.77822 -1.55457 -0.10357  -0.570
H25 -1.58615 6.29331 -0.52321  0.222
H26 4.90718 -3.40024 -1.28322  0.243
H27 4.70183 -2.55304 1.08392  0.239
N8 -2.81065 -0.26326 -0.78392  -0.577

HOMO-LUMO gap (spin up / spin down), eV: 7.395 / 6.668
Expectation value of S²: 0.753
2S+1: 2
Net charge: +1

(3)
Computed, not measured: C21H27Ge2N3O6PdSSe as an isolated structure, with ωB97M-V/def2-TZVPD.

Last column: natural (NBO) charge in e.
Atoms and positions in Å:
O1 -1.10744 1.42881 3.14143  -1.092
H1 3.59889 0.64454 1.29232  0.253
C1 -2.43481 5.58144 -0.81411  -0.050
H2 2.41130 5.23932 2.68104  0.222
H3 1.09279 2.86751 4.01266  0.252
C2 3.00445 3.58616 -1.87001  -0.243
C3 1.64754 -2.24845 1.46252  0.868
H4 3.52246 3.98564 -1.00420  0.209
C4 3.63743 3.61118 -3.10612  -0.212
H5 4.63473 4.02524 -3.19412  0.204
C5 -0.51732 4.44987 0.08240  -0.121
N1 2.15422 -1.55882 0.30510  -0.538
C6 -4.64690 0.31586 0.80159  -0.147
C7 1.09885 2.52564 -2.86175  -0.232
H6 -3.01172 5.87970 -1.68417  0.211
C8 -3.84002 -0.22121 -0.15340  -0.263
O2 -0.65660 3.97205 2.44018  -0.762
H7 -2.87224 -0.67432 3.50492  0.237
H8 3.21740 5.23387 1.10615  0.211
O3 -0.55173 1.81447 -0.16226  -1.240
H9 -4.96316 0.58739 2.95512  0.236
C9 -0.93673 4.88453 1.43529  -0.087
Ge1 2.38107 2.83472 1.79370  1.150
C10 -3.23142 -0.53858 2.49645  0.090
H10 4.27542 1.90812 0.25463  0.219
C11 2.99621 3.09551 -4.22347  -0.222
C12 -1.27814 4.86360 -1.01054  -0.243
C13 -2.94639 5.93078 0.46380  -0.302
H11 0.60848 -0.69501 -0.71106  0.399
H12 2.39060 -2.22232 -0.42038  0.363
H13 4.70042 1.85403 1.97206  0.220
H14 2.83129 2.49997 4.20090  0.209
H15 1.68935 1.23923 3.68299  0.251
H16 -2.59014 5.76723 2.57014  0.251
H17 -5.51440 0.89154 0.50205  0.210
H18 -0.98941 4.57169 -2.01284  0.223
C14 1.72577 2.54951 -4.10089  -0.222
H19 1.22909 2.13060 -4.96781  0.207
C15 3.09152 4.67779 2.03721  -1.076
N2 1.42193 -0.43866 -0.14552  -0.687
H20 -1.56605 -1.50331 1.81623  0.464
H21 2.03380 0.18146 -0.66243  0.369
H22 -4.03873 -0.09658 -1.20740  0.228
Pd1 0.28939 0.43885 1.48946  0.719
S1 -1.73364 -1.79093 -0.93126  -0.288
H23 0.12294 2.06223 -2.75009  0.235
Ge2 0.77091 2.91688 -0.01505  1.381
N3 -2.44356 -1.06472 1.53177  -0.518
C16 -2.25075 5.56449 1.56284  -0.039
O4 -3.04902 3.24201 3.53336  -1.068
Se1 -2.03135 2.58916 2.44752  1.936
C17 1.72576 3.05094 -1.73140  -0.378
H24 3.49178 3.10787 -5.18673  0.204
O5 2.05837 -3.39776 1.60014  -0.729
C18 -2.68569 -0.99288 0.18445  0.091
H25 -3.89457 6.44486 0.53456  0.224
H26 4.06250 4.62566 2.53466  0.220
O6 0.87342 -1.58868 2.22039  -0.839
C19 -4.36077 0.14566 2.17735  -0.332
C20 3.89277 1.69566 1.25372  -1.080
H27 -0.22703 5.74884 1.56697  0.298
C21 1.92918 2.30012 3.61433  -1.053

HOMO-LUMO gap (spin up / spin down), eV: 4.396 / 5.025
Expectation value of S²: 0.757
2S+1: 2
Net charge: -1

(4)
Computed, not measured: a single C21H27N3O2S molecule, with ωB97M-V/def2-TZVPD.

Last column: natural (NBO) charge in e.
Atoms and positions in Å:
C1 -3.63802 -1.80486 1.02823  -0.192
N1 2.22466 1.32936 -1.60404  -0.600
H1 -1.17038 -1.12232 0.75984  0.196
H2 -3.31491 3.83497 0.54043  0.193
C2 -5.24496 -1.36620 -1.16884  -0.226
H3 -0.28354 0.44754 2.06831  0.194
H4 -0.38358 -1.79942 -2.83210  0.222
C3 -0.99033 -0.44419 -1.26900  -0.090
H5 7.95742 -2.03167 1.64641  0.203
H6 7.40392 -2.11046 -0.04403  0.176
H7 2.56639 2.01701 -2.26247  0.424
H8 -3.69949 2.53025 1.70607  0.163
H9 -3.01360 -1.97346 1.89369  0.208
N2 0.36144 0.03540 -1.07567  -0.609
C4 3.19644 0.66348 -0.84814  0.112
C5 7.42045 -1.49851 0.86366  -0.253
C6 -3.96011 -0.85057 -1.13744  -0.176
O1 -1.84125 3.40876 1.83684  -0.522
H10 -3.60586 -0.28350 -1.98486  0.206
H11 3.78555 -0.78729 2.15618  0.226
H12 -1.77863 2.34476 -0.67040  0.200
C7 -3.13732 -1.06749 -0.03819  -0.027
C8 -1.23128 2.33476 2.50810  -0.069
S1 0.02336 2.05251 -2.75848  -0.283
H13 -5.86952 -1.18876 -2.03217  0.213
C9 0.89619 1.06744 -1.75182  0.310
C10 -1.74748 -0.47562 0.08426  -0.046
H14 -0.39726 2.75758 3.07172  0.189
H15 0.01500 1.74246 0.86348  0.174
H16 -1.46962 0.26056 -1.95332  0.252
H17 -6.73222 -2.50380 -0.13043  0.213
C11 -5.72994 -2.10271 -0.10287  -0.215
C12 2.96313 0.20988 0.45104  -0.251
H18 -1.94859 1.86987 3.20214  0.163
H19 4.66885 0.86663 -2.38700  0.217
H20 2.01700 0.39875 0.93364  0.225
H21 -3.36216 1.53288 -0.49354  0.212
H22 7.93040 -0.55230 0.65624  0.176
C13 -2.92170 2.95594 1.05309  -0.067
C14 4.46537 0.49333 -1.39389  -0.226
H23 0.99790 -0.60442 -0.62013  0.402
C15 -0.93625 -1.83677 -1.89562  -0.618
H24 -5.28985 -2.89327 1.83711  0.213
C16 5.22137 -0.63172 0.59018  0.285
H25 -0.43923 -2.53491 -1.22307  0.199
H26 -1.93614 -2.20799 -2.09619  0.229
H27 6.43774 -0.25525 -1.14990  0.216
C17 -4.92086 -2.32053 0.99884  -0.206
O2 6.12411 -1.28718 1.36865  -0.491
C18 3.95920 -0.43496 1.15197  -0.225
N3 -1.88715 0.79370 0.78044  -0.462
C19 -2.48481 1.89195 0.04399  -0.273
C20 -0.73905 1.27483 1.51832  -0.239
C21 5.46921 -0.14450 -0.68928  -0.245

HOMO-LUMO gap, eV: 8.503
Structure (SMILES): COc1ccc(NC(=S)N[C@@H](C)[C@H](c2ccccc2)N2CCOCC2)cc1
2S+1: 1

Question: Look up the 2S+1 of the fourth one.
Answer: 1

Question: Look up the 2S+1 of the second one.
Answer: 2